114
Properties=species:S:1:pos:R:3:mulliken_charge:R:1 method="wB97M-V/def2-TZVPD" mol_weight_g_mol=1201.19 fmax_ha_per_bohr=0.0113 homo_lumo_gap_ha=0.1768 total_charge=-2 de_lowest_kcal_mol=41.8
Tl 1.5940 0.5844 -0.1245 1.146
Br 4.6592 0.1053 -1.1377 -0.270
C 5.2358 1.8865 -0.7902 0.578
C 6.5667 2.0652 -0.5489 -0.696
C 7.0705 3.3727 -0.3732 -0.481
C 6.2314 4.4428 -0.4728 -0.916
C 4.8436 4.2651 -0.7103 1.095
C 3.9825 5.3851 -0.8224 -1.204
C 2.6629 5.1918 -1.1161 -0.622
C 2.1491 3.8825 -1.2605 0.127
C 2.8905 2.7309 -1.0971 -0.937
C 4.2888 2.9558 -0.8591 0.870
H 7.2295 1.2114 -0.5068 0.395
H 8.1282 3.5164 -0.1847 0.351
H 6.6160 5.4541 -0.3812 0.304
H 4.3896 6.3806 -0.6790 0.264
H 2.0027 6.0505 -1.2128 0.397
H 1.0928 3.7959 -1.5190 0.068
F -3.4471 -6.2865 -0.3190 -0.290
C -3.6208 -5.1527 -1.0207 0.620
F -3.7817 -5.5046 -2.3109 -0.284
F -4.8118 -4.6411 -0.6217 -0.264
C -2.5034 -4.1770 -0.8270 0.671
C -2.1857 -3.2763 -1.8282 -0.564
C -1.1706 -2.3619 -1.5809 -0.772
N -0.4927 -2.3109 -0.4420 0.353
C -0.8317 -3.1578 0.5220 -0.824
C -1.8226 -4.1184 0.3776 -0.467
H -2.7029 -3.2920 -2.7784 0.480
H -0.8735 -1.6448 -2.3405 0.438
H -0.2660 -3.0697 1.4439 0.383
H -2.0557 -4.8033 1.1818 0.478
O -1.2024 1.3949 -0.2190 -0.127
P -2.3968 2.2605 0.0198 -0.460
C -3.7277 1.3748 0.9512 0.131
C -3.0229 0.2982 1.8411 -0.678
C -3.3957 -1.1152 1.4134 0.165
C -4.8973 -1.3609 1.5755 -1.014
C -5.7170 -0.1450 1.0920 -1.061
C -4.8947 0.7538 0.1682 -0.928
C -3.0130 3.0421 -1.5409 0.510
C -3.8319 2.1478 -2.4920 -1.860
C -2.9922 0.9817 -3.0231 0.462
C -1.8258 1.5256 -3.8524 -1.638
C -0.9846 2.5090 -3.0360 0.205
C -1.8480 3.6044 -2.3986 -1.339
C -2.0733 3.6709 1.1497 0.606
C -0.8614 4.5061 0.6574 -1.048
C -0.1169 5.2083 1.8062 -0.491
C -1.0959 5.6157 2.9002 -0.894
C -1.6738 4.3555 3.5613 -1.106
C -1.7750 3.1790 2.5752 0.461
H -4.1605 2.1414 1.6018 0.751
H -3.3125 0.4392 2.8874 0.325
H -1.9384 0.4026 1.7925 0.019
H -2.8338 -1.8326 2.0111 0.778
H -3.0900 -1.2724 0.3747 -0.624
H -5.1192 -1.5478 2.6302 0.342
H -5.1843 -2.2583 1.0236 0.245
H -6.0451 0.4531 1.9489 0.363
H -6.6202 -0.4735 0.5722 0.482
H -5.5395 1.5417 -0.2228 0.596
H -4.5296 0.1616 -0.6742 0.205
H -3.6365 3.8769 -1.1966 0.926
H -4.1301 2.7733 -3.3433 0.679
H -4.7472 1.7948 -2.0310 0.305
H -3.6138 0.3163 -3.6294 0.487
H -2.5955 0.4003 -2.1841 -0.376
H -2.2289 2.0274 -4.7416 0.392
H -1.1909 0.7045 -4.1950 0.518
H -0.2219 2.9708 -3.6665 0.703
H -0.4669 1.9625 -2.2503 -0.320
H -2.3071 4.2019 -3.1957 0.604
H -1.2110 4.2719 -1.8238 0.169
H -2.9856 4.2831 1.1605 0.594
H -1.2050 5.2589 -0.0555 0.316
H -0.1542 3.8386 0.1631 -0.182
H 0.4178 6.0751 1.4130 0.647
H 0.6345 4.5313 2.2190 -0.156
H -1.9026 6.2145 2.4590 0.292
H -0.6052 6.2417 3.6490 0.459
H -2.6612 4.5779 3.9791 0.371
H -1.0266 4.0445 4.3842 0.379
H -2.5344 2.4897 2.9376 0.037
H -0.8332 2.6306 2.5576 -0.659
C 4.0531 -9.3466 -0.3016 -1.434
C 3.6311 -7.9013 -0.4218 0.852
C 2.5808 -7.5159 -1.2434 -1.070
C 2.1939 -6.1843 -1.3787 0.688
C 1.0285 -5.8549 -2.2707 -1.334
C 2.8848 -5.1595 -0.6855 0.141
Se 2.4255 -3.3240 -0.9550 -0.519
C 3.9291 -5.5579 0.1848 1.089
C 4.6982 -4.5644 1.0200 -1.470
C 4.2781 -6.9017 0.2915 -0.823
H 3.4238 -9.9855 -0.9249 0.318
H 3.9761 -9.7021 0.7305 0.303
H 5.0915 -9.4866 -0.6171 0.308
H 2.0454 -8.2775 -1.8076 0.163
H 0.7134 -6.7322 -2.8447 0.377
H 1.2871 -5.0384 -2.9478 0.296
H 0.1817 -5.4973 -1.6768 0.061
H 4.3093 -3.5591 0.8762 0.146
H 5.7576 -4.5653 0.7449 0.303
H 4.6279 -4.8235 2.0808 0.324
H 5.0972 -7.1734 0.9570 0.327
F 3.6739 0.2744 2.3567 -0.194
C 3.2362 0.9990 3.3939 0.416
F 4.1274 1.9758 3.6144 -0.248
F 3.2249 0.2062 4.4745 -0.243
S 1.5691 1.6932 3.0499 0.970
O 1.8078 2.5187 1.8704 -0.504
O 1.2523 2.4352 4.2526 -0.641
O 0.7514 0.5204 2.8140 -0.594